No. 1
This record from the Open Molecules 2025 dataset describes C15H24O in the gas phase. The level of theory is ωB97M-V/def2-TZVPD.

Last column: Löwdin charge in e.
Positions of all 40 atoms, in Å:
C: -3.1959 -3.0100 1.3054  -0.1159
C: -3.7145 -1.6390 0.8904  -0.2745
C: -3.5780 -1.4196 -0.6148  -0.2338
C: -4.1648 -0.0924 -1.1035  -0.2162
C: -3.5626 1.1556 -0.4538  -0.2202
C: -2.0529 1.2648 -0.6447  -0.2276
C: -1.4682 2.5178 0.0038  -0.2151
C: 0.0611 2.4807 0.0339  -0.1945
C: 0.6069 1.4781 1.0689  -0.1550
C: 1.7667 0.6719 0.5555  -0.2416
C: 1.6142 -0.1447 -0.5578  -0.0413
C: 2.6636 -0.9105 -1.0292  -0.0225
C: 3.8957 -0.8759 -0.3876  -0.3273
O: 4.9550 -1.6180 -0.8180  0.0474
C: 4.0610 -0.0611 0.7267  -0.0136
C: 3.0044 0.7013 1.1845  -0.0358
H: -2.1444 -3.1125 1.0427  0.0713
H: -3.7496 -3.8000 0.8033  0.0697
H: -3.2970 -3.1500 2.3791  0.0669
H: -3.1546 -0.8734 1.4295  0.0981
H: -4.7654 -1.5453 1.1751  0.1121
H: -2.5235 -1.4848 -0.8931  0.1025
H: -4.0976 -2.2306 -1.1336  0.1115
H: -5.2412 -0.0925 -0.9119  0.1080
H: -4.0238 -0.0332 -2.1849  0.1074
H: -4.0432 2.0367 -0.8891  0.1133
H: -3.7902 1.1568 0.6148  0.1063
H: -1.8182 1.2657 -1.7127  0.1245
H: -1.5802 0.3884 -0.2012  0.0854
H: -1.7971 3.3995 -0.5508  0.1119
H: -1.8474 2.6150 1.0238  0.1150
H: 0.4458 3.4759 0.2621  0.1083
H: 0.4269 2.2180 -0.9621  0.1067
H: 0.9074 2.0083 1.9744  0.1117
H: -0.1894 0.7855 1.3529  0.1092
H: 0.6619 -0.1893 -1.0660  0.1076
H: 2.5293 -1.5435 -1.8973  0.1115
H: 4.6957 -2.1260 -1.5963  0.1030
H: 5.0192 -0.0439 1.2200  0.1148
H: 3.1448 1.3299 2.0520  0.1106

Properties
Gap between HOMO and LUMO   9.143 eV
Total energy   -17992.3559 eV
Total charge   0
Largest force on an atom   0.486 eV/A
Multiplicity   1
E_HOMO   -8.315 eV
Energy relative to the best compared isomer or geometry (same formula, charge and spin)   2.0 kcal/mol

=====

No. 2
This record from the Open Molecules 2025 dataset describes a gas-phase ion, C19H18ClF13N3O2S3 (charge +1). The level of theory is ωB97M-V/def2-TZVPD.

Last column: Löwdin charge in e.
Positions of all 59 atoms, in Å:
O: 1.4646 -1.9598 5.2459  -0.0013
O: 1.3272 -1.1569 4.0794  -0.1464
C: 2.0138 -1.7438 3.0075  -0.1214
C: 1.1090 -1.9676 1.8238  -0.1432
N: 1.6378 -1.7359 0.6061  0.2085
C: 1.0190 -1.9166 -0.5834  -0.1173
C: 1.7993 -1.6350 -1.8338  -0.0680
C: 1.6888 -0.2078 -2.3832  -0.0300
C: 2.2710 0.9686 -1.6252  -0.4486
F: 1.6151 1.1477 -0.4545  0.1275
F: 2.0817 2.0720 -2.3903  0.1406
C: 3.7921 0.9043 -1.3681  -0.3161
F: 4.3364 0.6991 -2.5798  0.1635
F: 4.0533 -0.2093 -0.6251  0.1120
C: 4.5915 2.1430 -0.7452  -0.3454
F: 5.0205 2.8457 -1.8002  0.1704
F: 5.6583 1.6360 -0.1134  0.1551
C: 3.9508 3.2402 0.1985  -0.4272
F: 2.8169 3.7046 -0.3018  0.1575
F: 4.8402 4.2318 0.2129  0.1475
S: 3.6978 2.7849 2.0428  0.7595
F: 3.5357 2.3656 3.5394  -0.0927
F: 3.7379 1.2205 1.6560  -0.1663
F: 5.2562 2.7666 2.2291  -0.1043
F: 3.6230 4.2971 2.4291  -0.0905
F: 2.1287 2.7391 1.8901  -0.1262
C: -0.2944 -2.3526 -0.5679  -0.1157
C: -1.1230 -2.5602 -1.8023  -0.1201
C: -2.1012 -1.3991 -2.0474  -0.2346
C: -3.3697 -1.4920 -1.2090  -0.5204
S: -4.6404 -0.3662 -1.7995  0.9654
C: -4.7906 0.7141 -0.4076  -1.0170
S: -3.5583 1.0815 0.6008  0.7161
N: -6.0441 1.2621 -0.2887  -0.1548
C: -7.0457 1.2986 -1.2574  -0.0899
C: -8.0823 1.9349 -0.6829  -0.1127
N: -7.7826 2.2864 0.6239  0.0883
C: -6.5744 1.8913 0.8304  -0.1593
C: -0.8744 -2.5946 0.6702  0.0207
C: -0.1928 -2.4180 1.8575  -0.5322
Cl: -0.9827 -2.8374 3.3139  0.8556
H: 0.6783 -2.5270 5.2055  0.0561
H: 2.8073 -1.0679 2.7054  0.1267
H: 2.4680 -2.6916 3.2932  0.1568
H: 2.5959 -1.3985 0.5743  0.1625
H: 1.3617 -2.2651 -2.6010  0.1177
H: 2.8205 -1.9892 -1.7360  0.1328
H: 2.0844 -0.1620 -3.3921  0.1445
H: 0.6312 0.0458 -2.4575  0.1341
H: -0.5220 -2.7161 -2.6909  0.1121
H: -1.6929 -3.4780 -1.6642  0.1311
H: -2.3794 -1.4128 -3.0983  0.1109
H: -1.6280 -0.4430 -1.8298  0.1075
H: -3.1603 -1.1921 -0.1883  -0.0042
H: -3.7799 -2.5000 -1.1998  0.0874
H: -6.9407 0.8806 -2.2385  0.0901
H: -9.0308 2.1706 -1.1268  0.1061
H: -6.0316 2.0166 1.7476  0.1105
H: -1.8919 -2.9533 0.7066  0.1308

Properties
Gap between HOMO and LUMO   6.856 eV
Total energy   -108904.9738 eV
Total charge   +1
Largest force on an atom   0.508 eV/A
Multiplicity   1
E_HOMO   -11.268 eV

=====

No. 3
This record from the Open Molecules 2025 dataset describes a molecular structure, C4H8O. The level of theory is ωB97M-V/def2-TZVPD.

Last column: Löwdin charge in e.
Positions of all 13 atoms, in Å:
C: 1.3519 0.2134 0.6874  -0.0146
C: -0.0815 -0.3370 -0.2040  -0.5826
O: 0.1752 -1.6169 -0.6025  0.0312
C: -0.8145 0.6892 -1.0227  -0.0982
C: -1.3303 0.2729 0.3384  -0.0893
H: 1.4164 1.2476 1.1092  0.0906
H: 2.0405 0.1483 -0.1389  0.0613
H: 1.6426 -0.4879 1.4914  0.0762
H: -0.2559 -2.2239 0.0118  0.1159
H: -0.4071 1.6916 -1.1595  0.0927
H: -1.2403 0.2783 -1.9461  0.1113
H: -0.2093 0.3888 0.9607  0.1089
H: -2.2877 -0.2643 0.4749  0.0968

Properties
Gap between HOMO and LUMO   9.282 eV
Total energy   -6320.0872 eV
Total charge   0
Largest force on an atom   4.750 eV/A
Multiplicity   1
E_HOMO   -8.412 eV
Energy relative to the best compared isomer or geometry (same formula, charge and spin)   117.2 kcal/mol

=====

No. 4
This record from the Open Molecules 2025 dataset describes 2 unconnected molecules or ions with the total composition C9H14O. The level of theory is ωB97M-V/def2-TZVPD.

Last column: Löwdin charge in e.
Positions of all 24 atoms, in Å:
C: 2.0921 -1.7940 -1.0339  -0.0715
C: 0.7640 -1.3853 -0.5152  -0.3075
C: -0.1998 -1.0076 -1.4423  -0.0555
C: -1.4497 -0.6232 -1.0233  -0.0119
C: -1.7714 -0.7860 0.3343  -0.3571
O: -3.0442 -0.4560 0.7224  0.0394
C: -0.8749 -1.2855 1.2378  -0.0352
C: 0.4456 -1.5426 0.8353  -0.0243
H: 1.8902 -2.5139 -1.8459  0.0849
H: 2.7960 -2.3100 -0.3857  0.0736
H: 2.6405 -0.9732 -1.5226  0.0834
H: -0.0140 -0.9365 -2.5086  0.1195
H: -2.1558 -0.1330 -1.6835  0.1210
H: -3.2646 -1.0119 1.4641  0.0933
H: -1.1463 -1.3085 2.2892  0.1178
H: 1.2048 -1.9812 1.4759  0.1119
C: 0.7934 2.5032 -0.0574  -0.1840
C: -0.2457 2.4702 1.0128  -0.1669
H: 1.5795 1.7845 0.1710  0.0560
H: 0.3888 2.2354 -1.0596  0.0709
H: 1.2969 3.4508 -0.2633  0.0608
H: -0.9186 1.6241 0.9484  0.0424
H: 0.1758 2.7111 1.9957  0.0729
H: -0.9826 3.2691 0.8544  0.0661

Properties
Gap between HOMO and LUMO   9.317 eV
Total energy   -11607.1190 eV
Total charge   0
Largest force on an atom   2.077 eV/A
Multiplicity   1
E_HOMO   -8.414 eV
Energy relative to the best compared isomer or geometry (same formula, charge and spin)   11.9 kcal/mol